Version P
Molecular formula: C8H14N
Method: DFT, ωB97M-V with the def2-TZVPD basis set

The geometry in XYZ format:
```
23
Properties=species:S:1:pos:R:3:nbo_charge:R:1
C -0.070 -0.494 0.024 0.1545
H -1.317 1.835 -2.057 0.2660
H 0.580 -0.444 -2.147 0.2249
C -0.039 1.721 -0.242 0.1926
H 2.913 1.658 0.080 0.2663
H 2.980 0.101 -0.811 0.2420
H -0.676 -1.731 -1.628 0.2336
C -2.285 0.796 0.591 -0.4131
H 3.171 0.133 0.862 0.2486
C -0.755 1.517 -1.243 -0.0530
C -0.397 -1.561 1.127 -0.6290
C 2.582 0.598 0.025 -0.6575
H 1.118 -1.825 -1.184 0.2250
H 1.027 0.650 1.456 0.2100
C 0.340 -1.215 -1.319 -0.6122
H 0.467 -1.882 1.560 0.2392
H -2.747 -0.128 0.825 0.2397
H -1.155 -1.144 1.817 0.2321
C 1.067 0.445 0.453 -0.0309
H -2.875 1.420 0.003 0.2283
N -1.162 0.594 -0.259 -0.2706
H -0.790 -2.464 0.623 0.2417
H -1.977 1.422 1.443 0.2219
```

highest occupied orbital energy	-14.50	eV
SMILES string	C[C@H]1C2=C[N@@+]2(C)C1(C)C
charge	+1
gap between HOMO and LUMO	9.683	eV



Version Q
Molecular formula: C8H14N
Method: DFT, ωB97M-V with the def2-TZVPD basis set

The geometry in XYZ format:
```
23
Properties=species:S:1:pos:R:3:nbo_charge:R:1
C -0.932 -2.738 -0.895 -0.7128
H -2.266 -0.619 -0.879 0.4138
C 1.711 -0.039 -0.106 -0.1920
H -0.181 -3.206 -1.597 0.2760
H 2.761 0.108 1.844 0.2305
H 1.716 0.421 -1.087 0.2408
C -0.480 -1.428 -0.378 0.0761
H -0.060 1.429 -0.408 0.2335
C -1.737 0.649 0.718 -0.2159
H -1.448 1.956 -1.124 0.2340
N -1.833 -0.676 -0.004 -0.5081
C 3.251 1.796 0.595 -0.2993
H 3.200 2.213 -0.387 0.2031
H 3.968 2.211 1.290 0.2288
H -2.497 -1.288 0.450 0.4295
C 0.644 -0.803 -0.061 0.0504
H -2.732 0.884 1.058 0.2321
C -1.046 1.715 -0.121 -0.6777
H -1.826 -2.656 -1.561 0.2344
H -1.029 -3.644 -0.169 0.2693
H -1.134 0.380 1.548 0.2267
H -0.667 2.693 0.390 0.2718
C 2.619 0.642 0.884 -0.2452
```

highest occupied orbital energy	-13.04	eV
SMILES string	C=CC=C=C(C)[NH2+]CC
charge	+1
gap between HOMO and LUMO	9.578	eV



Winner for stability: version Q



Version P
Molecular formula: C8H13NO3S2
Method: DFT, ωB97M-V with the def2-TZVPD basis set

The geometry in XYZ format:
```
27
Properties=species:S:1:pos:R:3:nbo_charge:R:1
C 0.642 1.937 1.350 -0.5615
H 0.815 -3.167 -2.240 0.2306
C -1.781 2.759 0.944 0.7771
S 1.472 0.327 1.422 0.0882
S -0.586 -2.140 1.890 0.1007
H 1.328 2.626 1.953 0.2711
H -0.410 -3.026 0.995 0.1334
H -1.897 -0.011 2.199 0.3976
N -1.333 0.368 1.483 -0.6246
C -0.004 -0.366 -0.329 0.5518
C -0.896 1.754 1.706 -0.1578
H 1.289 -2.014 -0.232 0.2053
O -2.026 3.804 1.449 -0.5819
H 0.770 2.169 0.291 0.2354
H 3.009 -0.738 -1.363 0.2225
O -0.312 0.625 -0.946 -0.6757
C 0.867 -1.484 -0.999 -0.3313
H 1.580 0.212 -2.032 0.2328
O -2.202 2.446 -0.201 -0.6700
C 0.074 -2.343 -1.911 -0.6139
C -0.476 -0.600 1.083 -0.0292
H -0.563 -1.748 -2.589 0.2349
H -1.007 1.893 2.855 0.2401
H 2.084 -1.210 -2.864 0.2137
H -1.687 1.689 -0.668 0.5313
C 1.961 -0.804 -1.850 -0.6171
H -0.710 -2.958 -1.397 0.1965
```

highest occupied orbital energy	-9.20	eV
charge	0
gap between HOMO and LUMO	9.099	eV



Version Q
Molecular formula: C8H13NO3S2
Method: DFT, ωB97M-V with the def2-TZVPD basis set

The geometry in XYZ format:
```
27
Properties=species:S:1:pos:R:3:nbo_charge:R:1
C -2.008 -0.171 -2.117 -0.4911
H -0.194 -3.307 -2.381 0.2174
C 0.477 1.369 2.084 -0.6870
S 1.966 0.423 0.051 2.1243
H -3.094 -0.505 -2.157 0.2293
H 1.246 -1.948 0.455 0.2652
H -0.705 3.044 0.317 0.2028
H -0.787 -1.348 1.766 0.5066
C -1.489 -0.640 -0.838 -0.0327
H 0.242 2.405 2.355 0.2242
O 1.781 0.060 -1.340 -0.9440
N -0.759 -1.802 -0.923 -0.4621
O 3.206 0.972 0.593 -0.9319
H -2.221 0.858 0.477 0.1719
O -1.241 -0.480 1.650 -0.6865
H 0.095 2.402 -1.147 0.2129
H -1.856 0.752 -2.411 0.2192
H 1.508 1.214 2.421 0.2285
H 2.905 -1.513 0.538 0.2675
S -1.230 -1.302 -3.427 0.1650
H -0.073 0.591 2.510 0.2582
C -1.628 -0.143 0.421 0.2023
C 0.011 2.400 -0.153 -0.3613
C 0.565 1.489 0.582 -0.1842
C -0.689 -2.399 -2.085 -0.0264
H 2.085 -1.240 1.905 0.2397
C 1.888 -1.180 0.854 -0.9280
```

highest occupied orbital energy	-7.73	eV
SMILES string	C=C(C)S(C)(=O)=O.O/C=C1/CSC=N1
charge	0
gap between HOMO and LUMO	8.195	eV



Winner for stability: version P